[1]
Formula: C5H13N
Source: the Open Molecules 2025 dataset
Level of theory: wB97M-V/def2-TZVPD

The SMILES is C=NC.CCC. For the gap between HOMO and LUMO, the calculation gives 10.83 eV. The value obtained for the total energy is -6884.6018 eV.

```
! RIJCOSX wB97M-V def2-TZVPD def2/J DEFGRID3
* xyz 0 1
C 1.8451 1.0762 0.0611
N 1.9025 0.1365 0.9013
C 3.1631 -0.5923 0.9682
H 0.9891 1.7296 -0.0922
H 2.7484 1.3892 -0.4906
H 3.4724 -1.1089 0.0650
H 3.9268 0.0981 1.3438
H 3.0806 -1.4046 1.6948
C -1.6150 -0.6909 0.7279
C -1.6958 -0.4921 -0.8026
C -2.4103 0.7803 -1.2209
H -0.6228 -0.9780 1.0741
H -1.9905 0.1479 1.3086
H -2.2595 -1.5383 0.9644
H -0.6579 -0.4424 -1.1592
H -2.0409 -1.3948 -1.2680
H -2.1919 1.0157 -2.2619
H -2.1531 1.6298 -0.5939
H -3.4901 0.6391 -1.2199
*
```

---

[2]
Formula: C6H12O
Source: the Open Molecules 2025 dataset
Level of theory: wB97M-V/def2-TZVPD

The SMILES is C/C=C(\C=O)CC.[H][H]. For the gap between HOMO and LUMO, the calculation gives 9.89 eV. The value obtained for the total energy is -8462.4361 eV.

```
! RIJCOSX wB97M-V def2-TZVPD def2/J DEFGRID3
* xyz 0 1
C 2.3947 0.0972 0.0089
C 1.0498 -0.5285 -0.1927
C -0.0772 0.0321 -0.6638
C -0.1593 1.4600 -1.0679
O 0.7584 2.2505 -1.1381
C -1.3602 -0.7695 -0.7724
C -2.0163 -1.0459 0.5835
H 3.0565 -0.1903 -0.8185
H 2.8509 -0.2799 0.9307
H 2.3465 1.1849 0.0311
H 0.9872 -1.5859 0.0787
H -1.1880 1.7911 -1.3339
H -1.1561 -1.7205 -1.2780
H -2.0710 -0.2325 -1.4144
H -2.9380 -1.6255 0.4633
H -1.3409 -1.6165 1.2311
H -2.2656 -0.1143 1.1037
H 0.3572 1.2166 1.9182
H 0.7714 1.6768 2.3306
*
```

---

[3]
Formula: C36H90O24P6
Source: the Open Molecules 2025 dataset
Level of theory: wB97M-V/def2-TZVPD

The SMILES is CCOP(=O)(OCC)OCC.CCOP(=O)(OCC)OCC.CCOP(=O)(OCC)OCC.CCOP(=O)(OCC)OCC.CCOP(=O)(OCC)OCC.CCOP(=O)(OCC)OCC. For the gap between HOMO and LUMO, the calculation gives 10.64 eV. The value obtained for the total energy is -143672.0758 eV.

```
! RIJCOSX wB97M-V def2-TZVPD def2/J DEFGRID3
* xyz 0 1
C 1.4689 1.2607 -8.8434
C 0.6717 0.9772 -7.5025
O -0.1872 1.9561 -7.0980
P -1.4550 2.3837 -8.0725
O -1.0145 2.6539 -9.4702
O -1.9882 3.6675 -7.1791
C -2.3778 4.8773 -7.7581
C -3.0362 5.5098 -6.5470
O -2.4993 1.1387 -7.9491
C -3.4468 0.8293 -8.9149
C -4.7522 1.6305 -8.5964
H 2.4413 0.8534 -8.5668
H 0.9863 0.7377 -9.6691
H 1.3648 2.3028 -9.1457
H 0.1071 0.0658 -7.3059
H 1.2918 1.0407 -6.6083
H -1.4560 5.3700 -8.0672
H -2.9333 4.5586 -8.6401
H -3.4585 4.7806 -5.8556
H -2.1836 5.8738 -5.9737
H -3.6753 6.3027 -6.9355
H -3.1670 1.2234 -9.8919
H -3.5504 -0.2504 -8.8075
H -5.2342 1.3092 -7.6731
H -4.4398 2.6399 -8.3285
H -5.4551 1.7187 -9.4247
C 4.2522 2.7979 -1.6852
C 3.8137 1.6151 -0.8461
O 2.6164 2.0461 -0.0886
P 1.6497 0.9637 0.6824
O 2.4699 -0.1526 1.2653
O 0.7025 1.7373 1.7904
C 0.8603 1.3841 3.1100
C 0.1981 0.1846 3.6826
O 0.6317 0.4556 -0.4535
C -0.3284 1.3286 -1.1112
C -1.5168 0.6241 -1.7449
H 4.1893 3.7552 -1.1677
H 5.2896 2.7250 -2.0116
H 3.3829 2.8067 -2.3427
H 3.6013 0.7021 -1.4024
H 4.5125 1.4967 -0.0180
H 1.9161 1.1627 3.2657
H 0.6535 2.3069 3.6520
H 0.6715 -0.7164 3.2926
H 0.2936 0.0437 4.7592
H -0.8365 0.2259 3.3421
H -0.6018 1.9916 -0.2903
H 0.2461 1.8489 -1.8774
H -2.2965 0.1510 -1.1480
H -2.0052 1.4440 -2.2714
H -1.2403 -0.0662 -2.5419
C 9.6488 2.4332 -14.0481
C 9.9886 3.3144 -12.8169
O 8.8961 3.2470 -11.8807
P 7.5861 4.2160 -12.2517
O 7.7627 5.3417 -13.1333
O 6.5501 3.0650 -12.8624
C 6.1186 3.0517 -14.1805
C 4.7129 3.6529 -14.3002
O 7.0571 4.6426 -10.7515
C 7.9831 5.4627 -9.9507
C 7.3783 5.5088 -8.5881
H 8.8635 1.6774 -14.0415
H 9.1690 3.0993 -14.7652
H 10.5330 2.0519 -14.5589
H 10.7133 2.6859 -12.2993
H 10.2818 4.3174 -13.1269
H 6.7440 3.5621 -14.9129
H 6.2934 2.0498 -14.5725
H 4.3874 3.7146 -15.3387
H 4.0059 3.0317 -13.7503
H 4.6912 4.6135 -13.7856
H 9.0057 5.0950 -9.8662
H 8.0235 6.5178 -10.2214
H 6.3036 5.3560 -8.4899
H 7.7758 4.8177 -7.8448
H 7.5095 6.4829 -8.1169
C -7.4074 0.5425 0.4225
C -8.3395 -0.3764 -0.3464
O -8.0135 -0.2795 -1.7576
P -9.1284 -0.6677 -2.9110
O -10.1040 -1.6903 -2.3983
O -9.8449 0.7534 -3.2192
C -11.1952 1.0128 -2.6911
C -11.3654 2.4556 -2.6447
O -8.1544 -1.0627 -4.2388
C -7.9084 -2.4647 -4.5453
C -6.9183 -2.9566 -3.6072
H -7.8478 1.4805 0.0843
H -7.3631 0.3326 1.4912
H -6.3901 0.5844 0.0334
H -7.9801 -1.3389 0.0177
H -9.3699 -0.1827 -0.0483
H -12.0039 0.6355 -3.3169
H -11.4633 0.5567 -1.7381
H -12.1272 2.8603 -3.3110
H -11.6867 2.8595 -1.6846
H -10.3693 2.8858 -2.7486
H -8.7369 -3.1685 -4.4655
H -7.6680 -2.4077 -5.6069
H -7.3654 -2.7706 -2.6306
H -6.8789 -4.0443 -3.5470
H -5.9105 -2.5412 -3.6073
C -0.9385 -2.7842 16.0058
C -1.7179 -1.8794 15.0683
O -1.7130 -2.5285 13.7467
P -2.5228 -1.8828 12.4219
O -2.3825 -2.6554 11.1271
O -1.8780 -0.3601 12.2515
C -0.5585 -0.1695 11.6865
C -0.3928 1.2435 10.8969
O -3.9905 -1.5951 13.1811
C -4.9790 -0.8397 12.5673
C -6.1394 -0.5809 13.5339
H 0.0427 -3.0131 15.5899
H -1.2069 -2.6160 17.0488
H -1.4051 -3.7605 15.8746
H -2.7502 -1.8939 15.4180
H -1.2255 -0.9524 14.7743
H 0.0891 -0.0497 12.5551
H -0.3421 -0.9659 10.9745
H -1.0513 1.5832 10.0975
H -0.2953 2.0488 11.6249
H 0.4925 1.4652 10.3011
H -4.7318 0.1090 12.0908
H -5.2655 -1.4639 11.7209
H -5.9949 0.0159 14.4344
H -7.0124 -0.3305 12.9311
H -6.3385 -1.5657 13.9566
C 3.3136 -9.8372 7.9932
C 4.2917 -8.9356 8.8282
O 4.2225 -7.5475 8.4974
P 4.9108 -6.3467 9.4553
O 6.1535 -6.7511 10.1296
O 4.8917 -5.0489 8.4329
C 3.9874 -4.8189 7.3458
C 5.0651 -4.4265 6.2811
O 3.6721 -5.9690 10.5210
C 3.8359 -4.9401 11.4975
C 4.7905 -5.4604 12.6136
H 3.4706 -10.9001 8.1770
H 2.2781 -9.6707 8.2901
H 3.3281 -9.5439 6.9436
H 3.9350 -8.9373 9.8582
H 5.3441 -9.1804 8.9718
H 3.4966 -5.7838 7.2179
H 3.3206 -3.9730 7.5124
H 5.5686 -5.3871 6.1729
H 4.7053 -4.1154 5.3004
H 5.7282 -3.6960 6.7446
H 4.1809 -3.9735 11.1304
H 2.9128 -4.7345 12.0396
H 4.7874 -4.8320 13.5042
H 4.6427 -6.4920 12.9334
H 5.7854 -5.5673 12.1813
*
```

---

[4]
Formula: C34H29N4OPtS2SeTe
Source: the Open Molecules 2025 dataset
Level of theory: wB97M-V/def2-TZVPD

As for the expectation value of S²: 3.766. For the gap between HOMO and LUMO (alpha / beta), the calculation gives 5.39 / 5.14 eV. The value obtained for the total energy is -141293.8640 eV.

```
! RIJCOSX wB97M-V def2-TZVPD def2/J DEFGRID3
* xyz -2 4
Pt 0.1292 0.1261 -0.8428
S 0.0990 -2.0534 0.2418
C 0.1337 -3.1006 -1.1674
C -0.3641 -4.3952 -1.0725
C -0.3369 -5.2769 -2.1479
C -0.8446 -6.6081 -1.9991
N -1.2416 -7.6824 -1.8778
C 0.2144 -4.8340 -3.3624
C 0.7046 -3.5468 -3.4717
C 0.6746 -2.6395 -2.3967
S 1.2789 -1.0438 -2.6158
C 0.2726 -5.7031 -4.5080
N 0.3291 -6.4002 -5.4213
H -0.7807 -4.7321 -0.1358
H 1.1072 -3.2106 -4.4178
C -6.0191 -5.4181 4.6299
C -5.3139 -4.5945 3.5846
C -6.0118 -3.9638 2.5687
C -5.3688 -3.2009 1.5933
C -6.2439 -2.5837 0.5338
C -3.9697 -3.0412 1.6087
Te -2.9901 -1.8832 -0.1212
N -1.9544 -0.2545 -1.4224
C -1.8489 0.2595 -2.6203
O -1.0242 1.1787 -2.9140
C -2.6770 -0.2530 -3.7812
C -3.0105 0.5977 -4.8307
C -3.7480 0.1325 -5.9095
C -4.1413 -1.1998 -5.9660
C -3.7923 -2.0613 -4.9348
C -3.0717 -1.5860 -3.8462
C -3.8559 -0.1001 0.6537
C -3.4841 0.3832 1.9087
C -2.4662 -0.2876 2.7833
C -4.0351 1.5839 2.3595
C -4.9445 2.3041 1.6094
C -5.5283 3.5957 2.1153
C -5.2987 1.8050 0.3619
C -4.7589 0.6286 -0.1433
C -5.1552 0.2216 -1.5364
C -3.2616 -3.7042 2.6274
C -1.7581 -3.6757 2.7464
C -3.9371 -4.4497 3.5943
H -7.1024 -5.3432 4.5221
H -5.7575 -5.0899 5.6386
H -5.7490 -6.4742 4.5507
H -7.0938 -4.0617 2.5302
H -7.2876 -2.8637 0.6916
H -5.9503 -2.9175 -0.4638
H -6.1805 -1.4968 0.5452
H -2.6631 1.6222 -4.7845
H -4.0095 0.8070 -6.7176
H -4.7063 -1.5672 -6.8152
H -4.0722 -3.1074 -4.9795
H -2.7893 -2.2544 -3.0433
H -2.5812 -1.3672 2.7796
H -2.5666 0.0559 3.8140
H -1.4603 -0.0403 2.4323
H -3.7206 1.9618 3.3271
H -5.0748 3.8843 3.0640
H -6.6075 3.5115 2.2693
H -5.3626 4.4075 1.4038
H -6.0011 2.3575 -0.2557
H -6.0171 0.8026 -1.8697
H -5.4030 -0.8366 -1.6097
H -4.3312 0.3966 -2.2277
H -1.3017 -4.4571 2.1364
H -1.4573 -3.8578 3.7793
H -1.3183 -2.7391 2.4143
H -3.3581 -4.9335 4.3776
Se -0.2772 1.9088 0.8953
C 1.2028 1.7467 2.0005
N 2.1158 1.6978 2.7113
*
```